# 1
Entry from OMol25: C7H22AsN4O8P2RuS as an isolated structure (ωB97M-V/def2-TZVPD).

Summary:
* charge: 0
* spin multiplicity: 6

CARTESIAN COORDINATES (ANGSTROEM)
Ru -0.120 0.425 0.267
N -1.408 1.896 1.943
N -1.562 1.130 3.114
C -0.584 0.244 3.406
N -0.914 -0.733 4.262
S 0.986 0.402 2.798
H -1.288 2.872 2.182
H -2.204 1.744 1.324
H -2.510 0.826 3.286
H -1.881 -1.001 4.356
H -0.229 -1.456 4.398
O -3.326 -2.613 0.142
P -1.951 -1.833 0.305
O -0.831 -2.752 0.566
O -2.137 -0.602 1.183
O -1.707 -1.167 -1.202
P -2.447 0.184 -1.762
O -3.973 -0.165 -1.347
O -2.334 0.323 -3.224
O -1.897 1.282 -0.863
H -4.014 -2.011 -0.176
H -4.589 0.097 -2.039
N -0.120 2.121 -3.412
C 0.582 1.749 -2.347
O 0.639 0.551 -2.017
C 1.296 2.746 -1.477
C 0.857 2.522 -0.039
H -0.824 1.459 -3.742
H -0.247 3.102 -3.589
H 1.153 3.775 -1.821
H 2.362 2.522 -1.585
H 0.021 3.155 0.245
H 1.658 2.569 0.694
C 2.369 -2.604 1.222
As 1.890 -1.287 -0.101
C 3.560 -0.356 -0.385
C 1.717 -2.363 -1.694
H 3.220 -3.178 0.851
H 1.504 -3.246 1.378
H 2.627 -2.106 2.154
H 4.360 -1.083 -0.535
H 3.793 0.266 0.479
H 3.472 0.275 -1.267
H 2.640 -2.928 -1.841
H 1.515 -1.715 -2.542
H 0.878 -3.040 -1.547

Partial charges, Löwdin, in e: 1.217 -0.027 -0.082 -0.879 0.121 0.612 0.104 0.073 0.140 0.115 0.101 -0.105 0.159 -0.308 -0.381 -0.324 0.222 -0.134 -0.275 -0.396 0.059 0.085 0.212 -0.552 -0.148 -0.193 -0.223 0.085 0.115 0.107 0.108 0.021 0.016 -0.301 1.004 -0.284 -0.269 0.031 0.016 0.000 0.031 0.026 0.018 0.033 0.021 0.028


# 2
Entry from OMol25: a 2-piece molecular cluster, C4H9NO overall at a distorted geometry (ωB97M-V/def2-TZVPD).

Summary:
* SMILES: C=NC(=C)C.O
* charge: 0
* spin multiplicity: 1

CARTESIAN COORDINATES (ANGSTROEM)
C 1.102 0.683 -1.341
C 0.451 0.678 0.011
C 1.092 0.201 1.087
C -1.625 1.670 -0.097
N -0.980 0.586 -0.062
H 1.365 -0.336 -1.635
H 2.020 1.264 -1.328
H 0.497 1.045 -2.176
H 0.812 0.558 2.066
H 2.001 -0.381 1.014
H -2.706 1.735 -0.237
H -1.143 2.650 -0.043
H -0.117 -2.052 0.351
H -0.749 -3.370 -0.021
O -0.058 -2.999 0.544

Partial charges, Löwdin, in e: -0.059 -0.440 0.022 -0.035 0.031 0.083 0.077 0.076 0.058 0.067 0.071 0.084 -0.002 0.036 -0.068


# 3
Entry from OMol25: a 5-piece molecular cluster, C29H56F2N4O9 overall (ωB97M-V/def2-TZVPD).

Summary:
* SMILES: COCCCC[C@@]1(F)C[C@](CCCF)(CCCOC(C)=O)C(=O)O1.CNC(C)=O.CNC(C)=O.CNC(C)=O.CNC(C)=O
* charge: 0
* spin multiplicity: 1

CARTESIAN COORDINATES (ANGSTROEM)
C 6.899 -1.281 1.290
O 5.513 -1.017 1.378
C 5.145 0.213 1.981
C 4.284 1.040 1.032
C 2.820 0.572 1.024
C 2.065 0.943 -0.261
C 0.668 1.489 -0.088
F -0.012 1.251 -1.308
C -0.268 0.938 0.982
C -1.239 2.116 1.232
C -1.174 2.754 2.658
C -0.900 1.827 3.843
C 0.575 1.493 4.070
F 1.042 2.178 5.194
C -2.682 1.808 0.814
C -3.332 0.747 1.699
C -4.695 0.347 1.174
O -5.353 -0.569 2.067
C -4.886 -1.843 1.989
C -4.193 -2.327 3.224
O -5.030 -2.506 0.992
C -0.652 3.211 0.348
O -1.137 4.255 0.034
O 0.652 2.891 0.054
H 7.300 -0.949 0.325
H 7.453 -0.799 2.100
H 7.045 -2.359 1.376
H 4.558 -0.024 2.876
H 6.032 0.780 2.277
H 4.707 0.981 0.027
H 4.311 2.078 1.376
H 2.800 -0.512 1.169
H 2.333 1.019 1.894
H 2.644 1.673 -0.833
H 1.954 0.064 -0.899
H -0.793 0.104 0.506
H 0.195 0.501 1.861
H -0.442 3.567 2.684
H -2.150 3.229 2.801
H -1.217 2.349 4.752
H -1.509 0.920 3.800
H 0.735 0.421 4.225
H 1.189 1.805 3.222
H -3.251 2.741 0.857
H -2.669 1.477 -0.231
H -3.474 1.144 2.710
H -2.672 -0.128 1.738
H -5.348 1.219 1.111
H -4.636 -0.094 0.174
H -4.106 -3.413 3.181
H -3.188 -1.901 3.279
H -4.727 -2.026 4.125
C -3.233 -2.185 -1.541
C -3.104 -1.140 -2.622
O -3.130 0.057 -2.365
N -2.970 -1.577 -3.898
C -2.873 -2.947 -4.367
H -3.338 -1.671 -0.595
H -4.115 -2.805 -1.696
H -2.353 -2.830 -1.500
H -2.923 -0.836 -4.579
H -1.920 -3.075 -4.876
H -3.685 -3.181 -5.059
H -2.921 -3.633 -3.528
C 2.441 -1.922 -5.493
C 1.070 -1.656 -4.920
O 0.284 -2.565 -4.676
N 0.723 -0.371 -4.685
C 1.502 0.828 -4.927
H 2.555 -2.994 -5.620
H 2.561 -1.435 -6.461
H 3.220 -1.561 -4.821
H -0.200 -0.264 -4.287
H 1.665 1.373 -3.999
H 0.983 1.487 -5.624
H 2.467 0.570 -5.351
C 0.978 5.432 5.684
C 1.272 6.866 5.311
O 2.137 7.518 5.869
N 0.527 7.409 4.308
C -0.530 6.785 3.537
H 1.650 5.139 6.484
H -0.052 5.321 6.027
H 1.136 4.768 4.834
H 0.768 8.364 4.099
H -0.280 6.767 2.474
H -1.470 7.326 3.657
H -0.681 5.763 3.869
C 0.537 -7.757 -3.080
C 0.909 -6.298 -2.919
O 1.494 -5.894 -1.927
N 0.566 -5.452 -3.922
C -0.120 -5.762 -5.157
H 0.880 -8.289 -2.199
H -0.543 -7.878 -3.171
H 1.012 -8.187 -3.963
H 0.824 -4.487 -3.769
H 0.497 -5.499 -6.018
H -1.052 -5.200 -5.232
H -0.349 -6.822 -5.207

Atomic partial charges in e from the Löwdin method, atoms 1 to 99: -0.108 -0.193 -0.234 -0.167 -0.171 -0.074 -0.444 0.032 0.005 -0.313 -0.106 -0.150 -0.199 -0.059 -0.113 -0.159 -0.159 -0.021 -0.530 0.023 0.115 -0.415 0.173 0.122 0.086 0.082 0.086 0.124 0.115 0.118 0.120 0.125 0.080 0.127 0.132 0.137 0.107 0.118 0.127 0.122 0.103 0.123 0.090 0.135 0.121 0.123 0.112 0.137 0.115 0.090 0.083 0.091 -0.002 -0.539 0.016 0.017 -0.078 0.045 0.093 0.092 0.137 0.044 0.085 0.076 0.001 -0.521 0.007 0.028 -0.061 0.080 0.087 0.089 0.135 0.079 0.087 0.072 -0.014 -0.553 0.033 0.007 -0.075 0.085 0.086 0.067 0.138 0.086 0.084 0.053 -0.017 -0.557 0.024 0.016 -0.078 0.079 0.081 0.081 0.103 0.083 0.065


# 4
Entry from OMol25: one molecule with the formula C3H4N2OS at a distorted geometry (ωB97M-V/def2-TZVPD).

Summary:
* charge: 0
* spin multiplicity: 1

CARTESIAN COORDINATES (ANGSTROEM)
C 0.275 -0.286 -0.936
C 0.033 0.236 0.328
C 1.268 0.539 1.176
N -0.834 -0.719 -1.629
N -1.946 -0.608 -1.100
O -3.082 -0.715 -1.443
S -1.559 0.429 0.762
H 1.261 -0.668 -1.178
H 1.777 1.399 0.676
H 0.952 0.683 2.260
H 1.854 -0.292 1.083

Partial charges, Löwdin, in e: -0.174 -0.737 -0.092 0.066 -0.369 0.010 0.951 0.114 0.102 0.099 0.031


# 5
Entry from OMol25: C28H34F7NbO23 as an isolated structure at a distorted geometry (ωB97M-V/def2-TZVPD).

Summary:
* charge: -2
* spin multiplicity: 1

CARTESIAN COORDINATES (ANGSTROEM)
C 2.851 1.064 0.171
C 2.065 1.337 -0.863
Nb 0.586 1.401 -2.652
C -0.666 3.031 -1.635
C 1.859 -0.217 -3.659
C 3.458 -0.031 -3.497
C 3.991 1.445 -3.925
C -0.863 1.217 -4.419
O -0.358 1.271 -5.604
O -2.227 1.039 -4.137
H 3.526 0.470 0.894
H 1.550 2.728 -3.426
H -0.424 0.144 -1.788
H -1.365 2.596 -0.827
H -0.040 3.913 -1.226
H -1.376 3.480 -2.441
H 1.589 -1.240 -3.171
H 1.539 -0.327 -4.771
H 3.947 -0.765 -4.259
H 3.801 -0.329 -2.430
H 5.152 1.489 -3.990
H 3.507 1.800 -4.902
H 3.717 2.203 -3.093
C -1.986 1.781 3.931
C -2.823 2.631 3.028
O -2.229 2.441 1.759
C -1.691 1.189 1.795
O -1.345 0.576 0.829
O -1.603 0.714 3.076
F -2.719 3.944 3.359
H -1.091 2.297 4.289
H -2.545 1.412 4.792
H -3.880 2.341 2.990
C -4.947 4.815 7.945
C -5.353 5.121 6.539
O -4.172 4.887 5.802
C -3.495 3.932 6.497
O -2.590 3.289 6.050
O -3.980 3.792 7.766
F -5.693 6.425 6.405
H -4.483 5.670 8.446
H -5.782 4.463 8.553
H -6.158 4.486 6.155
C -3.328 -0.269 -8.682
C -3.112 -1.201 -7.537
O -2.367 -2.258 -8.111
C -1.663 -1.689 -9.128
O -0.726 -2.207 -9.671
O -2.149 -0.456 -9.452
F -4.291 -1.701 -7.089
H -4.201 -0.537 -9.286
H -3.429 0.769 -8.361
H -2.552 -0.765 -6.704
C 7.706 -0.969 -0.449
C 7.838 -0.105 0.764
O 7.672 1.200 0.254
C 6.862 1.062 -0.838
O 6.290 1.968 -1.365
O 6.784 -0.238 -1.245
F 9.083 -0.202 1.299
H 8.649 -1.078 -0.994
H 7.322 -1.965 -0.212
H 7.087 -0.297 1.536
C 4.343 -4.783 -1.683
C 3.996 -4.841 -0.232
O 5.260 -4.891 0.401
C 6.108 -4.230 -0.433
O 7.199 -3.839 -0.108
O 5.571 -4.063 -1.672
F 3.323 -5.984 0.063
H 4.507 -5.773 -2.119
H 3.585 -4.262 -2.270
H 3.437 -3.978 0.132
C -5.605 -0.641 5.681
C -6.884 0.079 5.964
O -6.594 1.410 5.591
C -5.655 1.313 4.607
O -5.363 2.207 3.865
O -5.093 0.073 4.567
F -7.174 0.056 7.288
H -4.894 -0.580 6.510
H -5.765 -1.692 5.434
H -7.742 -0.285 5.391
C -0.610 -3.452 1.156
C -0.568 -4.654 0.268
O 0.205 -4.218 -0.829
C 1.048 -3.273 -0.323
O 2.025 -2.872 -0.887
O 0.646 -2.844 0.905
F -1.808 -4.974 -0.178
H -1.410 -2.755 0.887
H -0.715 -3.716 2.210
H -0.100 -5.533 0.723

Partial charges, Löwdin, in e: -0.153 -0.328 1.450 -0.408 -0.417 -0.376 -0.205 -0.745 -0.241 -0.349 -0.018 -0.109 -0.110 -0.042 -0.036 -0.021 0.015 0.036 0.072 0.070 0.048 0.062 0.021 -0.104 -0.329 0.140 -0.522 0.138 0.061 0.071 0.143 0.109 0.124 -0.074 -0.322 0.149 -0.501 0.165 0.073 0.078 0.146 0.140 0.173 -0.073 -0.310 0.134 -0.531 0.143 0.068 0.061 0.135 0.147 0.174 -0.073 -0.325 0.126 -0.528 0.173 0.076 0.056 0.149 0.096 0.175 -0.054 -0.321 0.142 -0.509 0.122 0.097 0.068 0.146 0.145 0.151 -0.061 -0.323 0.135 -0.494 0.168 0.092 0.072 0.151 0.146 0.177 -0.068 -0.331 0.147 -0.511 0.147 0.088 0.071 0.153 0.138 0.168


# 6
Entry from OMol25: C7H24N10NiO7 as an isolated structure at a distorted geometry (ωB97M-V/def2-TZVPD).

Summary:
* charge: 0
* spin multiplicity: 3

CARTESIAN COORDINATES (ANGSTROEM)
Ni -7.308 9.239 14.327
O -8.855 9.866 15.672
C -9.925 10.268 14.817
C -9.680 10.190 13.188
O -8.388 9.891 12.622
H -10.235 11.277 15.089
H -10.823 9.677 14.996
H -9.834 11.233 12.910
H -10.481 9.726 12.612
C -5.147 8.107 16.306
O -5.971 8.763 15.726
N -4.968 8.214 17.625
N -4.528 7.122 15.792
H -5.463 8.967 18.082
H -4.499 7.464 18.111
H -4.782 6.906 14.839
H -3.798 6.650 16.307
C -4.783 8.492 12.368
O -5.830 8.470 13.003
N -3.611 8.634 12.904
N -4.705 8.312 11.062
H -2.888 8.587 12.200
H -3.308 8.515 13.860
H -3.887 8.112 10.504
H -5.582 8.060 10.629
C -7.709 6.063 14.551
O -7.903 7.196 14.126
N -6.698 5.342 14.202
N -8.489 5.524 15.398
H -6.583 4.413 14.582
H -6.280 5.578 13.313
H -9.332 6.011 15.667
H -8.357 4.578 15.727
C -8.156 7.907 9.707
O -8.488 7.244 8.767
N -7.918 9.141 9.651
N -8.086 7.555 10.943
H -8.184 9.678 10.464
H -8.126 9.597 8.775
H -8.239 6.584 11.178
H -7.775 8.218 11.638
C -5.620 12.153 14.152
O -6.206 11.103 14.367
N -4.665 12.397 13.340
N -5.891 13.220 14.877
H -4.189 11.712 12.770
H -4.258 13.310 13.480
H -5.185 13.942 14.884
H -6.729 13.187 15.441

Partial charges, Löwdin, in e: 0.658 -0.369 -0.346 -0.299 -0.380 0.066 0.061 0.062 0.075 -0.726 0.038 0.182 0.193 0.129 0.106 0.099 0.126 -0.700 0.004 0.186 0.196 0.109 0.113 0.117 0.097 -0.752 0.025 0.185 0.210 0.119 0.126 0.146 0.121 -0.879 0.033 0.167 0.173 0.091 0.122 0.116 0.048 -0.718 0.041 0.190 0.168 0.122 0.111 0.104 0.134


# 7
Entry from OMol25: a 3-piece molecular cluster, C3H12NO2S overall at a distorted geometry (ωB97M-V/def2-TZVPD).

Summary:
* charge: -1
* spin multiplicity: 1

CARTESIAN COORDINATES (ANGSTROEM)
C -0.204 0.632 2.212
N 0.023 0.007 0.883
C -0.977 -1.029 0.508
C -2.242 -0.524 -0.160
S -3.050 0.975 0.544
H 0.633 0.361 2.852
H -1.156 0.317 2.632
H -0.289 1.691 2.105
H -0.110 0.753 0.207
H -0.444 -1.734 -0.147
H -1.192 -1.544 1.426
H -2.989 -1.314 -0.220
H -2.008 -0.255 -1.177
H 2.681 -0.595 1.537
H 2.228 -1.160 0.161
O 2.940 -1.154 0.806
H 5.140 1.034 -5.130
H 4.693 0.403 -3.792
O 4.844 0.214 -4.732

Partial charges, Löwdin, in e: -0.181 -0.155 -0.341 -0.752 0.090 0.047 0.037 0.046 0.070 0.088 0.087 0.023 0.010 0.006 0.008 -0.084 0.024 0.042 -0.066


# 8
Entry from OMol25: an isolated ion of composition C2H6N3O2 and charge +1 at a distorted geometry (ωB97M-V/def2-TZVPD).

Summary:
* charge: +1
* spin multiplicity: 1

CARTESIAN COORDINATES (ANGSTROEM)
C -0.710 -0.203 0.000
C 2.279 -0.257 -0.114
N 0.212 0.855 -0.407
N -0.294 -1.368 0.041
N -2.009 0.323 0.236
O 1.601 0.803 -0.081
O 3.450 -0.218 0.217
H 1.759 -1.216 -0.494
H -0.091 1.782 -0.290
H -0.775 -2.277 0.256
H -2.085 1.287 0.495
H -2.545 -0.476 0.380
H 3.921 0.574 0.511

Partial charges, Löwdin, in e: -0.472 -0.197 0.125 0.129 0.170 0.123 0.290 0.195 0.128 0.123 0.104 0.085 0.195


Molar mass? In order: 560.3 87.1 642.8 116.1 964.4 419.0 126.2 104.1 g mol⁻¹.
E? In order: -4512.65598 -287.72035 -2234.58355 -699.51675 -3573.59200 -2863.71628 -724.93166 -394.18812 hartree.